Here is C18H32GeN5O6SeW as an isolated structure from the Open Molecules 2025 dataset. Energies are from wB97M-V/def2-TZVPD.

**<S²>**: 2.061
**ΔE to the lowest compared entry with this formula, charge and spin**: 3.96 kJ/mol
**2S+1**: 3
**Lowest unoccupied orbital energy (alpha / beta)**: -0.39305 / -0.41528 Ha
**Maximum force**: 0.8 eV/A
**Charge**: +3
**Gap between HOMO and LUMO (alpha / beta)**: 6.27 / 5.67 eV

The geometry in XYZ format:
```
64
Properties=species:S:1:pos:R:3:mulliken_charge:R:1
W 0.227 1.013 0.308 1.58
N 0.004 -0.348 2.157 -0.58
C -0.900 -1.507 1.827 0.26
C -0.364 -2.871 2.255 -1.24
C 0.971 -3.266 1.624 0.51
C 1.320 -4.740 1.870 -2.02
N 0.432 -5.686 1.195 -0.03
C 0.626 -6.175 -0.034 0.77
N -0.113 -7.192 -0.461 -0.39
N 1.548 -5.648 -0.835 -0.30
C -1.204 -1.479 0.332 0.22
O -1.477 -2.432 -0.310 -0.49
O -1.126 -0.210 -0.194 -0.45
H 0.918 -0.720 2.415 0.23
H -0.345 0.107 2.999 0.39
H -1.857 -1.327 2.325 0.41
H -1.133 -3.589 1.968 0.52
H -0.289 -2.897 3.345 0.41
H 1.798 -2.690 2.051 0.21
H 0.961 -3.069 0.548 0.36
H 1.277 -4.968 2.934 0.47
H 2.345 -4.934 1.553 0.57
H -0.310 -6.104 1.733 0.27
H -0.699 -7.719 0.166 0.21
H -0.051 -7.521 -1.411 0.22
H 2.085 -4.840 -0.572 0.15
H 1.812 -6.109 -1.692 0.23
O 3.547 -1.359 0.313 -0.51
C 2.872 -0.390 0.444 0.29
O 1.688 -0.201 -0.207 -0.58
C 3.090 0.728 1.424 0.03
C 3.941 0.768 2.516 -0.61
C 3.813 1.798 3.460 -0.66
C 2.778 2.742 3.393 -0.67
C 1.944 2.670 2.298 0.24
C 2.126 1.724 1.287 0.32
N 0.701 3.369 2.148 0.98
O -0.084 2.829 1.246 -0.60
O 0.385 4.347 2.726 -0.44
H 4.691 -0.004 2.646 0.60
H 4.491 1.831 4.302 0.45
H 2.615 3.463 4.184 0.55
H 1.984 2.102 0.231 0.59
C -3.497 1.509 -3.900 -1.15
Ge -3.102 3.265 -3.164 0.54
C -1.972 4.314 -4.355 -1.23
C -4.646 4.228 -2.497 -1.11
C -1.985 2.839 -1.512 -1.23
Se -0.219 2.141 -2.013 0.16
C 0.769 3.814 -2.008 -0.97
H -4.035 1.621 -4.841 0.40
H -4.119 0.926 -3.223 0.35
H -2.577 0.959 -4.108 0.38
H -2.552 4.525 -5.254 0.40
H -1.082 3.766 -4.666 0.42
H -1.689 5.272 -3.919 0.36
H -5.298 4.458 -3.339 0.39
H -4.347 5.165 -2.029 0.38
H -5.208 3.630 -1.781 0.38
H -2.482 2.044 -0.950 0.45
H -1.809 3.694 -0.859 0.57
H 0.372 4.411 -2.827 0.35
H 1.817 3.596 -2.198 0.39
H 0.625 4.333 -1.064 0.31
```

Here is C18H32N2O8Sr as an isolated structure from the Open Molecules 2025 dataset. Energies are from wB97M-V/def2-TZVPD.

**ΔE to the lowest compared entry with this formula, charge and spin**: 33.27 kJ/mol
**Lowest unoccupied orbital energy**: -0.02699 Ha
**Maximum force**: 8.1 eV/A
**Gap between HOMO and LUMO**: 5.00 eV

The geometry in XYZ format:
```
61
Properties=species:S:1:pos:R:3:mulliken_charge:R:1
Sr -0.045 0.268 -0.190 1.70
C 2.327 -3.589 1.314 -0.97
C 1.786 -2.302 0.761 -0.02
C 2.433 -1.802 -0.593 0.82
O 1.944 -0.762 -1.093 -0.75
C 3.542 -2.542 -1.200 -0.83
C 3.942 -3.653 -0.603 0.24
C 3.328 -4.222 0.694 0.19
O 3.496 -5.466 1.117 -0.71
O 4.914 -4.280 -1.244 -0.74
O 0.840 -1.615 1.171 -0.12
H 1.702 -3.997 2.094 0.39
H 3.971 -2.269 -2.152 0.44
C 0.360 1.633 3.351 -1.07
O -0.428 1.013 2.320 0.05
C -1.557 0.443 2.916 -0.98
C -2.289 -0.469 1.983 -0.74
N -2.514 0.141 0.628 -0.31
C -3.252 -0.884 -0.192 -1.04
C -2.472 -2.127 -0.569 -0.75
O -1.187 -1.845 -1.144 0.50
C -0.519 -2.951 -1.618 -1.07
H -0.206 1.851 4.257 0.48
H 0.824 2.513 2.905 0.11
H 1.009 0.833 3.706 0.34
H -2.306 1.145 3.283 0.48
H -1.374 -0.206 3.773 0.47
H -3.293 -0.678 2.352 0.60
H -1.718 -1.390 1.861 0.28
H -3.172 0.902 0.713 0.23
H -3.609 -0.470 -1.135 0.24
H -4.146 -1.165 0.365 0.53
H -3.040 -2.658 -1.332 0.51
H -2.504 -2.822 0.270 0.50
H 0.113 -3.550 -0.963 0.23
H 0.237 -2.551 -2.293 0.36
H -1.249 -3.622 -2.072 0.34
C -2.071 0.197 -3.314 -1.08
O -1.410 0.931 -2.368 0.15
C -1.719 2.377 -2.538 -1.04
C -1.193 3.240 -1.399 -0.72
N 0.126 2.751 -1.083 -0.15
C 0.627 3.616 -0.029 -0.88
C 1.989 2.999 0.389 -0.80
O 1.904 1.676 0.771 0.06
C 3.199 1.236 1.380 -0.85
H -3.094 0.408 -3.004 0.48
H -1.851 -0.869 -3.243 0.04
H -1.917 0.718 -4.259 0.39
H -2.790 2.554 -2.636 0.48
H -1.196 2.634 -3.459 0.52
H -1.828 3.229 -0.513 0.39
H -1.113 4.279 -1.718 0.45
H 0.619 2.866 -1.957 0.06
H -0.138 3.670 0.747 0.39
H 0.714 4.630 -0.419 0.45
H 2.234 3.618 1.252 0.47
H 2.598 3.236 -0.484 0.44
H 2.980 0.188 1.584 0.14
H 3.507 1.760 2.285 0.38
H 3.933 1.205 0.575 0.33
```